--- 1 ---
This record from the OMol25 dataset describes a single C3H5N3O molecule. The level of theory is the ωB97M-V functional and the def2-TZVPD basis.

Structure (XYZ):
```
12
Properties=species:S:1:pos:R:3
N 1.7675 -0.4847 0.9930
C 0.5816 -0.1556 0.3132
N 0.3312 0.6383 -0.7492
C -1.0578 0.7376 -1.0443
O -1.3525 1.4202 -2.0316
C -1.6516 -0.0548 -0.0551
N -0.6122 -0.5662 0.7343
H 2.5190 0.1620 0.7987
H 2.0803 -1.4343 0.8201
H 0.8077 1.1471 -1.4741
H -2.6803 -0.3283 0.1001
H -0.7329 -1.0813 1.5951
```

Output
Orbital gap: 7.47 eV
Net charge: 0
Highest occupied orbital energy: -0.259 Ha

Results of the Mulliken charge analysis, in e, for atoms 1 through 4: -0.524 0.264 -0.093 0.546



--- 2 ---
This record from the OMol25 dataset describes a single C3H5N3O molecule. The level of theory is the ωB97M-V functional and the def2-TZVPD basis.

Structure (XYZ):
```
12
Properties=species:S:1:pos:R:3
N 0.6560 1.6451 -0.0325
C 0.4315 0.1946 -0.0318
C 1.7115 0.4748 -0.1166
O 1.1511 -2.1427 -0.0657
N -0.0876 -2.0290 -0.0947
C -0.5663 -0.7428 -0.0143
N -1.9522 -0.4361 -0.0233
H 0.3929 2.1457 0.8158
H 0.4458 2.1652 -0.8799
H 2.6309 0.4054 0.4401
H -2.4089 -0.8871 -0.8102
H -2.4048 -0.7930 0.8132
```

Output
Orbital gap (alpha / beta): 8.13 / 8.13 eV
Net charge: 0
SMILES: N/C(=N/[O-])C1=C[NH2+]1
Highest occupied orbital energy (alpha / beta): -0.287 / -0.287 Ha

Results of the Mulliken charge analysis, in e, for atoms 1 through 4: -0.203 0.754 -0.323 -0.429



Question: which arrangement is favored energetically? Ranking from most to least stable: 1, 2.



--- 1 ---
This record from the OMol25 dataset describes a single C3H5N3O molecule. The level of theory is the ωB97M-V functional and the def2-TZVPD basis.

Structure (XYZ):
```
12
Properties=species:S:1:pos:R:3
N -1.6494 1.0532 0.9839
C -0.6521 0.4088 0.3116
C 0.0285 1.0333 -0.7638
N 0.8552 -0.0672 -1.1776
C 0.6702 -1.0752 -0.3283
O 1.3503 -2.2106 -0.4729
N -0.2105 -0.8392 0.6325
H -1.8861 1.9554 0.5910
H -1.6403 1.0211 1.9902
H 0.5609 1.5788 0.0700
H 1.4349 -0.1036 -2.0018
H 1.1080 -2.7799 0.2713
```

Output
Orbital gap: 8.84 eV
Net charge: 0
SMILES: Nc1c[nH]c(O)n1
Highest occupied orbital energy: -0.297 Ha

Results of the Mulliken charge analysis, in e, for atoms 1 through 4: -0.504 0.695 -0.797 0.026



--- 2 ---
This record from the OMol25 dataset describes a molecular structure, C3H5N3O. The level of theory is the ωB97M-V functional and the def2-TZVPD basis.

Structure (XYZ):
```
12
Properties=species:S:1:pos:R:3
C -1.6537 -0.5466 0.2991
N -0.1264 1.3315 -0.6465
C 1.5296 -0.0367 -0.0307
C -0.3640 0.0093 -0.1857
O 2.8215 0.0100 0.1309
N 0.5636 0.8669 0.5658
N 0.7529 -0.8353 -0.6676
H 3.2345 -0.7161 -0.3595
H -0.8538 1.9817 -0.3499
H -2.1990 0.2095 0.8599
H -2.2444 -0.8704 -0.5554
H -1.4607 -1.4038 0.9397
```

Output
Orbital gap: 10.35 eV
Net charge: 0
Highest occupied orbital energy: -0.351 Ha

Results of the Mulliken charge analysis, in e, for atoms 1 through 4: -1.107 -0.531 0.508 1.286



Question: which arrangement is favored energetically? Ranking from most to least stable: 1, 2.



--- 1 ---
This record from the OMol25 dataset describes a molecular structure, C7H10N2. The level of theory is the ωB97M-V functional and the def2-TZVPD basis.

Structure (XYZ):
```
19
Properties=species:S:1:pos:R:3
C 1.5728 -0.8495 -0.2218
C 0.8086 -0.0850 0.9018
C -0.7620 -0.1736 1.0723
C -0.5466 0.6983 -0.9368
C -1.0874 1.6715 -0.0398
C -1.1191 1.1885 1.2210
C 1.0068 0.4618 -0.6568
H 0.2042 -2.5119 -0.3233
H 1.1778 -1.8909 -1.9858
H 2.5520 -0.9229 -0.0076
H 1.2510 0.4773 1.6681
H -1.1937 -0.8474 1.8404
H -0.9261 -1.2241 -0.8727
H -0.7699 0.8926 -1.8675
H -1.0586 2.8251 -0.3300
H -1.3567 1.7880 2.1508
H 1.7026 1.4142 -0.4179
N 1.0385 -2.0611 -0.7278
N -1.1557 -0.4348 -0.3999
```

Output
Orbital gap: 9.15 eV
Net charge: 0
Highest occupied orbital energy: -0.305 Ha

Results of the Mulliken charge analysis, in e, for atoms 1 through 4: -0.571 -0.607 0.119 -0.307



--- 2 ---
This record from the OMol25 dataset describes 2 unconnected molecules or ions with the total composition C7H10N2. The level of theory is the ωB97M-V functional and the def2-TZVPD basis.

Structure (XYZ):
```
19
Properties=species:S:1:pos:R:3
C 0.8954 1.5763 -0.7206
C -0.4821 1.0279 -0.4590
C -1.5787 1.4441 -1.1526
C 0.3308 -1.5378 -1.1539
N -0.0207 -1.8601 -2.2125
H 0.9160 2.2744 -1.5619
H 1.5779 0.7783 -1.0155
H 1.3211 2.0733 0.1545
H -2.5607 1.4980 -0.6933
H -1.5227 1.6908 -2.2060
C -0.8014 0.6571 0.9573
C 1.1746 -1.7760 0.1270
C 0.8544 -2.6747 1.0545
N -1.2127 1.4758 1.8592
H -1.4707 0.9561 2.7038
H -0.8611 -0.4226 1.1509
H 2.0458 -1.1377 0.2200
H -0.0219 -3.3112 0.9650
H 1.4166 -2.7320 1.9831
```

Output
Orbital gap: 9.52 eV
Net charge: 0
SMILES: [H]/N=C/C(=C)C.C=CC#N
Highest occupied orbital energy: -0.346 Ha

Results of the Mulliken charge analysis, in e, for atoms 1 through 4: -1.096 0.623 -0.845 0.363



--- 3 ---
This record from the OMol25 dataset describes a molecular structure, C7H10N2. The level of theory is the ωB97M-V functional and the def2-TZVPD basis.

Structure (XYZ):
```
19
Properties=species:S:1:pos:R:3
C 0.7224 0.7828 -0.8758
C 0.5072 1.4981 0.4239
C -0.4053 0.3470 -0.0331
C 2.0545 0.5455 -0.3347
C -1.8329 0.5144 -0.3008
C -1.3668 -0.8752 0.0666
C -1.6286 -1.5751 1.3410
N 1.9935 1.1547 0.7854
N 3.1128 -0.1695 -0.8058
H 0.4885 1.2449 -1.8297
H 0.1339 2.4373 0.7148
H -2.5434 0.9461 0.3687
H -2.2104 0.6570 -1.4013
H -1.2388 -1.5907 -0.7004
H -2.0214 -1.1951 2.2569
H -0.6522 -1.9902 1.6175
H -2.4090 -2.3489 0.9381
H 3.2626 -0.3511 -1.7888
H 4.0334 -0.0320 -0.4426
```

Output
Orbital gap: 9.26 eV
Net charge: 0
Highest occupied orbital energy: -0.304 Ha

Results of the Mulliken charge analysis, in e, for atoms 1 through 4: -0.569 -0.025 0.360 0.225



--- 4 ---
This record from the OMol25 dataset describes a single C7H10N2 molecule. The level of theory is the ωB97M-V functional and the def2-TZVPD basis.

Structure (XYZ):
```
19
Properties=species:S:1:pos:R:3
C 0.3873 0.0565 -0.0746
C 1.3682 2.6087 0.0772
C 1.6160 -0.3798 0.1666
C -0.7886 0.5838 -0.1445
C 1.9820 -1.8632 -0.0039
C -1.5082 0.8866 1.1453
C -1.6391 0.8337 -1.3936
N 2.2470 1.8112 0.0879
N 2.6355 0.6027 0.0161
H 3.0238 -2.1990 0.2167
H 1.4773 -2.4066 0.6930
H 1.5532 -2.2726 -0.9318
H -0.9136 0.7464 2.0736
H -2.3254 0.0790 1.3812
H -1.8308 1.8246 1.0033
H -1.4099 0.1708 -2.1255
H -1.2520 1.8687 -1.6210
H -2.6824 0.8245 -0.8875
H 3.6378 0.5050 -0.0032
```

Output
Orbital gap: 8.83 eV
Net charge: 0
Highest occupied orbital energy: -0.296 Ha

Results of the Mulliken charge analysis, in e, for atoms 1 through 4: 0.200 -0.176 -0.053 0.767



Question: which arrangement is favored energetically? Ranking from most to least stable: 2, 3, 4, 1.



--- 1 ---
This record from the OMol25 dataset describes a single C4H6FN molecule. The level of theory is the ωB97M-V functional and the def2-TZVPD basis.

Structure (XYZ):
```
12
Properties=species:S:1:pos:R:3
C 2.4783 0.2710 0.0445
C 1.3096 0.1160 0.0237
C -1.0315 0.4992 0.8980
C -0.1342 -0.2879 -0.0476
N -0.6568 -0.3112 -1.4010
F -0.1876 -1.5912 0.5649
H 3.4329 0.6723 -0.0529
H -1.9496 0.0796 0.6604
H -0.6642 0.3009 1.9805
H -0.8456 1.6072 0.6670
H -0.0944 -0.8850 -2.0118
H -1.6569 -0.4709 -1.3257
```

Output
Orbital gap: 11.44 eV
Net charge: 0
SMILES: C#C[C@@](C)(N)F
Highest occupied orbital energy: -0.381 Ha

Results of the Mulliken charge analysis, in e, for atoms 1 through 4: 0.378 -1.229 -1.202 0.993



--- 2 ---
This record from the OMol25 dataset describes 2 unconnected molecules or ions with the total composition C4H6FN. The level of theory is the ωB97M-V functional and the def2-TZVPD basis.

Structure (XYZ):
```
12
Properties=species:S:1:pos:R:3
C 1.2691 -2.1213 0.0268
C 0.9956 -0.9296 -0.0106
C -1.9565 0.0204 -0.6233
C 0.9272 0.4406 -0.0836
N 0.6913 1.2774 1.0538
F 1.2146 1.1621 -1.1669
H 1.1260 -3.0524 -0.3368
H -1.1288 0.1458 -1.3854
H -1.9697 -0.9291 -0.1344
H -2.2541 0.9462 -0.0841
H 0.7542 2.1984 0.8764
H 0.3313 0.8414 1.8681
```

Output
Orbital gap (alpha / beta): 9.04 / 7.17 eV
Net charge: 0
Highest occupied orbital energy (alpha / beta): -0.324 / -0.255 Ha

Results of the Mulliken charge analysis, in e, for atoms 1 through 4: -0.203 0.250 -0.762 -0.197



--- 3 ---
This record from the OMol25 dataset describes a single C4H6FN molecule. The level of theory is the ωB97M-V functional and the def2-TZVPD basis.

Structure (XYZ):
```
12
Properties=species:S:1:pos:R:3
C -2.0052 0.0333 -0.8397
C -0.1156 1.3560 0.1770
C -0.1437 -1.3601 -0.0769
C -1.0612 -0.1163 0.1605
N -2.8230 0.2131 -1.6139
F -1.6427 -0.2804 1.3754
H 0.2869 1.2701 1.1296
H 0.5982 1.1551 -0.7120
H -0.7180 2.3265 0.2335
H -0.3989 -2.3616 0.3039
H 0.7836 -1.0174 0.5015
H -0.0815 -1.6429 -1.1435
```

Output
Orbital gap: 12.09 eV
Net charge: 0
SMILES: CC(C)(F)C#N
Highest occupied orbital energy: -0.413 Ha

Results of the Mulliken charge analysis, in e, for atoms 1 through 4: 0.088 -1.066 -1.168 0.898



--- 4 ---
This record from the OMol25 dataset describes 2 unconnected molecules or ions with the total composition C4H6FN. The level of theory is the ωB97M-V functional and the def2-TZVPD basis.

Structure (XYZ):
```
12
Properties=species:S:1:pos:R:3
C -0.5650 -1.5862 0.5174
C 1.0697 1.3352 -1.1080
C 1.4922 0.4315 -0.3097
C -1.5250 -0.5095 0.8117
N -0.0788 -2.4884 0.0219
F 1.2319 0.4798 1.0336
H 0.5335 2.1692 -0.6452
H 1.3341 1.2986 -2.1324
H 1.7935 -0.6001 -0.4835
H -0.8890 0.3938 0.9054
H -2.3706 -0.5837 1.5651
H -2.0266 -0.3401 -0.1763
```

Output
Orbital gap: 11.41 eV
Net charge: 0
SMILES: C=CF.CC#N
Highest occupied orbital energy: -0.388 Ha

Results of the Mulliken charge analysis, in e, for atoms 1 through 4: 0.420 -0.566 -0.175 -0.674



Question: which arrangement is favored energetically? Ranking from most to least stable: 3, 4, 1, 2.



--- 1 ---
This record from the OMol25 dataset describes a single C4H6FN molecule. The level of theory is the ωB97M-V functional and the def2-TZVPD basis.

Structure (XYZ):
```
12
Properties=species:S:1:pos:R:3
C -1.6460 -0.3449 -0.2978
C -0.1915 -0.2982 -0.1879
C 1.0404 -0.2744 0.0456
C 2.5489 -0.3043 0.1714
H -2.0111 1.7016 -0.3623
H -2.1539 0.8671 1.0881
H -2.1296 -1.0486 0.4004
H -1.9530 -0.5629 -1.3729
H 2.8451 -0.5005 1.1579
H 2.9504 -1.0242 -0.4927
N -2.3214 0.8505 0.1196
F 3.0214 0.9388 -0.2692
```

Output
Orbital gap: 10.50 eV
Net charge: 0
SMILES: NCC#CCF
Highest occupied orbital energy: -0.351 Ha

Results of the Mulliken charge analysis, in e, for atoms 1 through 4: -0.746 0.262 0.141 -0.382



--- 2 ---
This record from the OMol25 dataset describes a single C4H6FN molecule. The level of theory is the ωB97M-V functional and the def2-TZVPD basis.

Structure (XYZ):
```
12
Properties=species:S:1:pos:R:3
C -0.6610 0.0673 -0.6157
C 0.8647 0.6084 1.2086
C 1.3648 -0.4754 0.3673
C -1.8911 -0.3697 -0.9498
N -0.0378 -0.3332 0.5647
F -2.3887 0.0411 -2.1213
H -0.2320 0.8857 -1.2741
H 1.1328 0.6027 2.3240
H 0.9079 1.7543 0.9254
H 1.7794 -0.3678 -0.7038
H 1.8090 -1.3104 0.8376
H -2.6480 -1.1031 -0.5628
```

Output
Orbital gap: 10.49 eV
Net charge: 0
SMILES: F/C=C/N1CC1
Highest occupied orbital energy: -0.341 Ha

Results of the Mulliken charge analysis, in e, for atoms 1 through 4: -0.100 -0.296 -0.302 -0.168



Question: which arrangement is favored energetically? Ranking from most to least stable: 1, 2.



--- 1 ---
This record from the OMol25 dataset describes a gas-phase ion, C3H7N (charge -1). The level of theory is the ωB97M-V functional and the def2-TZVPD basis.

Structure (XYZ):
```
11
Properties=species:S:1:pos:R:3
N 0.5467 -0.0371 1.7574
C -0.1907 -0.6127 0.6179
C -0.3611 0.4686 -1.7989
C -0.2025 0.5191 -0.4797
H 0.9814 -0.9068 2.1546
H 1.4766 0.3609 1.4337
H 0.2507 -1.6380 0.2973
H -1.1606 -0.6847 1.0444
H -0.2135 1.4398 -2.3142
H -0.6478 -0.4529 -2.3899
H -0.4792 1.5437 -0.3226
```

Output
Orbital gap (alpha / beta): 2.99 / 9.88 eV
Net charge: -1
2S+1: 2
Highest occupied orbital energy (alpha / beta): 0.056 / -0.197 Ha
<S²>: 0.751

Results of the Mulliken charge analysis, in e, for atoms 1 through 4: -0.874 -1.575 -0.934 -0.578



--- 2 ---
This record from the OMol25 dataset describes 2 unconnected molecules or ions with the total composition C3H7N. The level of theory is the ωB97M-V functional and the def2-TZVPD basis.

Structure (XYZ):
```
11
Properties=species:S:1:pos:R:3
C -3.0158 -4.5400 -1.5646
C -1.7721 -4.7123 -2.0677
H -3.1551 -4.7507 -0.5053
H -3.8095 -3.9481 -2.1501
H -0.9842 -5.0468 -1.4195
H -1.7143 -4.8695 -3.0748
C 2.8182 5.6717 2.5413
N 2.9597 4.7883 1.5655
H 2.7408 6.7000 2.2506
H 2.4802 5.4151 3.4928
H 3.4519 5.2923 0.9317
```

Output
Orbital gap (alpha / beta): 1.29 / 5.26 eV
Net charge: -1
2S+1: 2
Highest occupied orbital energy (alpha / beta): 0.050 / -0.096 Ha
<S²>: 0.753

Results of the Mulliken charge analysis, in e, for atoms 1 through 4: -0.423 -0.532 0.224 0.217



Question: which arrangement is favored energetically? Ranking from most to least stable: 1, 2.